No. 1
Entry from OMol25: 2 unconnected molecules or ions with the total composition C29H61IN3O3P2 at a distorted geometry (ωB97M-V with the def2-TZVPD basis set).

Structure (XYZ):
```
99
Properties=species:S:1:pos:R:3:forces:R:3
C 7.81305 0.35337 -2.80731 0.0 0.1 -0.5
C 6.66470 0.25272 -3.81983 -0.1 -1.1 0.3
P 5.11135 0.99636 -3.15881 0.0 1.5 0.5
C 4.89409 0.13739 -1.51646 0.6 -0.2 -0.9
C 3.64018 0.55760 -4.27210 0.8 -1.0 0.7
N 2.43144 0.62352 -3.43814 -0.2 0.8 -0.4
N 1.68064 1.82652 -3.77500 -0.5 -1.3 1.1
C 0.40187 1.39929 -4.36235 -0.2 0.3 -0.6
C 1.40026 2.61298 -2.61743 2.1 -1.9 0.1
C 2.08736 2.30769 -1.31306 0.2 0.0 -0.5
O 0.66282 3.51342 -2.72330 -2.5 2.7 -0.3
C 3.77340 -0.72738 -5.11628 -0.4 -0.1 -1.3
C 3.41967 -0.41433 -6.58363 -0.3 -0.2 0.6
C 3.70278 -1.59017 -7.49118 -0.9 1.0 1.0
N 4.65284 -1.58888 -8.29697 1.0 -0.5 -0.9
O 2.90426 -1.78177 -4.72874 0.0 0.2 0.3
C 3.26180 -2.34059 -3.48465 -0.5 0.0 0.5
C 2.00432 -3.03262 -2.95752 0.4 0.2 -0.3
C 2.16691 -3.39649 -1.51090 -2.8 -1.3 -2.6
O 3.02354 -3.06408 -0.84211 3.5 1.4 2.9
I 0.59862 -4.62509 -0.62009 -0.3 -0.1 -0.1
H 8.70039 -0.11740 -3.22103 0.1 0.0 -0.2
H 7.58744 -0.19999 -1.90331 -0.1 0.2 0.3
H 8.06145 1.39329 -2.61022 0.0 0.0 0.3
H 6.98092 0.68164 -4.76730 -0.3 0.3 -0.1
H 6.52736 -0.82047 -3.99210 -0.1 0.0 -0.2
H 3.85803 0.18451 -1.20884 -0.1 -0.2 0.0
H 5.49522 0.71765 -0.82334 0.0 0.1 0.2
H 5.29936 -0.87552 -1.52456 -0.3 -0.2 0.1
H 3.59200 1.39445 -4.95652 0.1 0.2 -0.2
H 1.79194 -0.13779 -3.64194 0.4 -0.3 -0.1
H -0.18525 2.24624 -4.68872 0.0 0.3 0.0
H -0.21454 0.83520 -3.65019 0.1 -0.1 0.1
H 0.57804 0.77870 -5.23501 0.2 -0.1 -0.1
H 1.90487 1.28171 -1.01209 0.1 -0.1 0.1
H 1.71732 3.02037 -0.59025 0.0 0.1 0.2
H 3.15545 2.44484 -1.46830 0.2 -0.1 0.2
H 4.78656 -1.13343 -5.16688 0.2 0.2 0.5
H 3.99767 0.45523 -6.88763 0.2 0.0 -0.2
H 2.37670 -0.09048 -6.61240 -0.2 -0.2 -0.1
H 3.05184 -2.45198 -7.38448 0.0 -0.2 -0.1
H 5.15174 -0.70118 -8.22765 0.1 0.0 -0.2
H 4.09853 -3.03720 -3.57308 0.1 0.0 -0.1
H 3.51474 -1.56673 -2.75598 0.2 0.0 -0.2
H 1.21045 -2.28745 -2.98989 -0.4 -0.2 -0.1
H 1.75895 -3.87894 -3.59033 -0.4 -0.2 0.1
C -6.33504 -2.38064 2.97192 -0.1 0.0 0.0
C -5.25078 -2.05820 1.94990 -0.2 -0.2 0.2
C -3.85161 -2.44143 2.43388 -0.1 0.3 -0.5
C -3.23338 -1.50214 3.47976 -0.1 -0.6 0.5
P -2.55581 0.06648 2.92273 0.3 -0.1 -0.4
C -1.47869 -0.31814 1.51565 0.1 -0.1 -0.3
C -0.38060 -1.38383 1.64234 0.2 -0.1 0.2
C 0.86684 -1.04281 2.46460 0.0 0.1 0.1
C 1.51966 0.29617 2.12774 -0.1 -0.2 0.1
C -1.48748 0.73960 4.19699 0.3 0.0 0.8
C -2.00601 1.20679 5.56482 -0.3 0.2 0.2
C -2.86265 2.47187 5.58880 -0.2 -0.1 -0.2
C -2.30718 3.64731 4.79175 0.0 0.0 0.1
C -3.69161 1.23927 2.16737 -0.6 0.6 -0.5
C -4.86547 1.97111 2.84249 0.1 0.2 0.5
C -5.76044 1.17830 3.80856 -0.3 0.1 -0.1
C -7.15062 0.90163 3.23947 0.0 -0.1 0.0
H -6.15629 -1.90076 3.93711 0.0 0.0 0.0
H -7.31362 -2.05916 2.61632 0.0 0.0 0.0
H -6.39340 -3.45608 3.14918 0.1 0.0 0.0
H -5.29986 -1.00074 1.67894 0.0 0.0 0.0
H -5.46727 -2.61804 1.03791 0.1 0.0 0.0
H -3.18634 -2.50814 1.56909 0.1 0.0 0.1
H -3.89247 -3.44558 2.85967 0.0 0.0 0.1
H -2.37458 -2.02852 3.91403 0.1 0.2 0.0
H -3.91276 -1.35483 4.32226 0.0 0.1 -0.1
H -1.06518 0.62402 1.14642 0.0 0.1 0.1
H -2.15974 -0.65113 0.72549 -0.1 0.1 0.1
H -0.04708 -1.61443 0.62803 -0.1 0.0 0.0
H -0.80934 -2.30952 2.03492 0.0 0.0 -0.1
H 1.60126 -1.83290 2.29139 -0.1 0.0 0.0
H 0.64752 -1.09458 3.53304 0.0 0.0 0.0
H 1.97342 0.26619 1.13593 0.0 0.1 0.0
H 2.30236 0.52059 2.85186 0.1 0.0 -0.1
H 0.81100 1.12611 2.15313 0.0 0.0 0.0
H -0.85172 1.50639 3.75010 -0.1 0.0 -0.2
H -0.81668 -0.08898 4.43799 0.0 -0.1 -0.3
H -1.12926 1.38373 6.19234 0.1 -0.1 -0.1
H -2.56194 0.39400 6.04006 0.0 0.0 0.0
H -3.00207 2.78051 6.62652 0.1 -0.1 0.0
H -3.86335 2.22044 5.23559 0.0 0.0 0.0
H -1.41014 4.05095 5.26405 0.0 0.0 -0.1
H -3.04530 4.44815 4.74118 0.1 0.0 0.0
H -2.05663 3.37866 3.76316 0.0 0.0 0.0
H -4.07877 0.74274 1.27204 0.2 -0.3 0.1
H -3.03626 2.02228 1.76594 0.2 -0.1 0.0
H -5.48049 2.39142 2.04395 0.0 -0.1 -0.1
H -4.47456 2.85048 3.35451 0.1 -0.1 0.0
H -5.90071 1.75798 4.72305 0.1 0.0 0.0
H -5.28535 0.24511 4.11602 0.0 0.0 0.0
H -7.71750 1.82885 3.14891 0.0 0.0 -0.1
H -7.71023 0.23746 3.89827 0.0 0.0 -0.1
H -7.09890 0.44130 2.25071 0.0 0.0 0.0
```
Positions in Å, forces in eV/Å.

Output
Lowest unoccupied orbital energy in eV: -2.146
Spin multiplicity: 1
HOMO-LUMO gap in Eh: 0.2773
M in g/mol: 688.68
Calculated total energy in eV: -68346.307
Net charge: +1
E_HOMO in eV: -9.691

***

No. 2
Entry from OMol25: 2 unconnected molecules or ions with the total composition C29H61NO8P at a distorted geometry (ωB97M-V with the def2-TZVPD basis set).

Structure (XYZ):
```
100
Properties=species:S:1:pos:R:3:forces:R:3
C 1.66195 4.79517 -2.10450 -0.2 0.3 -0.1
C 0.23626 4.57014 -2.70679 1.3 0.0 1.1
O 0.32544 3.45843 -3.60204 -0.7 0.7 -0.3
C -0.74847 3.46371 -4.55488 -0.4 -0.7 -0.3
C -1.40889 2.03692 -4.64776 0.4 0.7 0.2
C -0.36960 0.92140 -5.00636 -0.2 -0.4 -0.2
C -0.67992 -0.47581 -4.34698 0.5 1.1 0.2
C -0.03411 -0.47248 -2.89239 0.0 -2.0 -0.6
C -0.94749 -1.20588 -1.84334 -1.0 0.9 1.0
C -1.51127 -2.58570 -2.33948 0.5 0.3 -1.5
C -0.46291 -3.53514 -3.02294 -0.3 -0.6 0.1
C 0.17563 -4.61721 -2.06483 0.9 -0.6 -1.3
P 2.01845 -4.37556 -1.81845 0.9 1.3 3.0
O 2.34137 -3.32957 -0.76641 -0.8 -1.4 -1.8
O 2.77534 -3.92117 -3.24134 -1.2 -1.2 1.8
C 3.53583 -2.70870 -3.10549 1.2 1.9 -1.4
C 4.04398 -2.29757 -4.55404 -0.8 -0.2 0.6
O 2.58917 -5.85401 -1.22874 -0.5 1.9 -2.1
C 4.00041 -6.03425 -1.48039 1.1 -0.7 0.2
C 4.94090 -5.13087 -0.60815 -0.1 0.2 0.3
C -2.22934 -0.27726 -1.59686 0.6 -1.4 0.8
C -2.06626 0.75272 -0.43388 -2.0 1.9 -0.8
C -3.46981 1.49531 -0.29737 1.3 0.6 0.3
C -1.01036 1.88364 -0.69531 0.1 -0.6 -1.5
N -1.79153 0.15173 0.90020 1.9 -0.2 -1.2
O -1.12718 0.96308 1.64928 -1.0 -0.1 0.2
C -1.18698 -1.20260 0.81475 0.9 -1.5 1.8
C -2.27099 -2.35390 0.99522 1.0 0.4 0.1
C -0.24648 -1.35374 2.08521 0.0 -1.0 -0.6
C -0.25930 -1.42981 -0.43156 -0.1 -0.3 -0.8
H 1.96802 3.93283 -1.47333 -0.2 0.5 -0.5
H 2.39321 4.94828 -2.92835 -0.4 -0.3 0.5
H 1.71236 5.71395 -1.46654 -0.3 -0.7 -0.5
H -0.08854 5.51642 -3.19543 0.0 -0.7 0.1
H -0.44889 4.29147 -1.87244 0.2 0.5 -0.6
H -0.33225 3.74043 -5.55262 -0.3 0.0 0.6
H -1.51208 4.22152 -4.24240 0.5 -0.6 -0.4
H -2.20894 2.07532 -5.42748 0.5 0.0 0.6
H -1.92172 1.87568 -3.66987 0.5 -0.2 -0.7
H -0.34733 0.81862 -6.11670 0.0 0.1 0.7
H 0.66609 1.19796 -4.68549 -0.9 0.0 -0.3
H -1.77777 -0.65957 -4.32979 0.7 0.2 0.0
H -0.23181 -1.28249 -4.97418 -0.3 0.5 0.5
H 0.29526 0.53834 -2.57648 -0.6 -0.6 -0.1
H 0.90422 -1.08378 -2.99965 -0.6 0.7 0.3
H -2.04358 -3.17378 -1.56139 0.4 0.7 -0.3
H -2.27762 -2.35010 -3.12541 0.5 -0.3 0.6
H -1.01805 -4.10686 -3.80998 0.5 0.5 0.6
H 0.36288 -3.01594 -3.55464 -0.7 -0.1 0.3
H 0.08919 -5.61185 -2.57519 0.0 0.7 0.6
H -0.31844 -4.67745 -1.07185 0.6 0.0 -0.6
H 2.91711 -1.84918 -2.75451 0.3 -1.1 0.1
H 4.42026 -2.80470 -2.44150 -0.9 -0.2 -0.2
H 5.11510 -2.53033 -4.71736 -0.8 -0.1 0.0
H 3.88861 -1.20363 -4.69244 0.2 -0.7 0.1
H 3.36839 -2.82006 -5.27084 0.8 0.4 0.3
H 4.23095 -7.09492 -1.21145 -0.5 0.8 -0.2
H 4.18661 -5.94856 -2.57811 0.0 0.1 0.9
H 4.38167 -4.57952 0.18602 0.2 -0.5 -0.8
H 5.48711 -4.35588 -1.19447 -0.4 -0.7 0.3
H 5.67352 -5.77749 -0.07507 -0.3 0.5 -0.5
H -3.03957 -0.99740 -1.30172 0.4 0.8 -0.2
H -2.58135 0.18281 -2.54838 0.4 0.0 0.8
H -3.39402 2.07219 0.66038 -0.4 -0.6 -0.7
H -3.53359 2.27317 -1.09770 -0.3 -0.8 0.4
H -4.32796 0.79322 -0.29355 0.5 0.5 0.0
H -1.19633 2.81623 -0.12652 0.2 -0.8 0.0
H -1.08233 2.14205 -1.78647 0.0 -0.1 0.9
H 0.02654 1.49007 -0.56243 -0.8 0.5 0.2
H -3.23046 -2.13098 0.48724 0.6 -0.3 0.4
H -1.78875 -3.29241 0.62319 -0.7 0.7 0.1
H -2.39671 -2.51259 2.09346 -0.4 0.3 -0.9
H 0.70024 -0.78276 1.97697 -0.8 -0.1 0.3
H 0.05209 -2.43480 2.12213 -0.2 0.8 0.0
H -0.78949 -1.13841 3.02963 0.4 0.1 -0.7
H 0.70830 -0.86927 -0.36556 -0.9 -0.2 0.1
H 0.03978 -2.50799 -0.39316 0.0 1.0 0.2
C -3.38310 0.82694 5.70880 0.2 0.0 0.1
O -2.07922 1.35872 5.75719 -0.2 0.2 0.2
C -1.77031 2.11038 4.58639 0.4 -0.4 0.3
C -0.55527 2.98854 4.83045 -0.3 0.2 -0.2
O -0.86757 4.19782 5.52166 0.0 -0.1 0.2
C -1.12488 4.06589 6.91585 0.2 0.3 -0.1
C 0.13412 3.83951 7.73610 -0.3 -0.5 0.1
O 0.51619 2.47174 7.69116 0.2 0.0 -0.1
C 1.84931 2.28269 8.11499 -0.2 -0.1 -0.1
H -3.50248 0.16485 4.84358 -0.1 0.0 -0.1
H -3.54921 0.24731 6.61710 0.1 0.0 0.0
H -4.12859 1.62985 5.66838 -0.1 0.0 -0.1
H -2.62529 2.73450 4.30080 0.0 0.1 0.0
H -1.55124 1.40259 3.78067 -0.1 0.2 -0.1
H -0.17458 3.30636 3.85722 -0.1 0.0 0.0
H 0.24574 2.44363 5.33158 -0.1 -0.1 0.1
H -1.87724 3.29975 7.10835 0.2 -0.2 0.1
H -1.55376 5.02446 7.21900 0.1 0.0 0.0
H -0.06225 4.09842 8.78480 0.0 0.2 0.0
H 0.94211 4.47156 7.35062 0.0 0.1 0.0
H 2.54138 2.80129 7.44250 0.1 0.1 0.1
H 2.06686 1.21578 8.07811 -0.1 0.0 0.0
H 1.98544 2.63856 9.14173 0.1 0.0 0.0
```
Positions in Å, forces in eV/Å.

Output
Lowest unoccupied orbital energy (alpha / beta) in eV: 0.646 / 0.318
Spin multiplicity: 2
HOMO-LUMO gap (alpha / beta) in Eh: 0.3290 / 0.3362
M in g/mol: 582.78
Calculated total energy in eV: -58217.694
E_HOMO (alpha / beta) in eV: -8.307 / -8.829